No. 1
The following is a DFT calculation (the ωB97M-V functional and the def2-TZVPD basis) of a 2-piece molecular cluster, C2H9N2 overall in a non-equilibrium geometry.

Results
- Gap between HOMO and LUMO: 9.18 eV
- Total charge: +1
- E_LUMO: -3.72 eV
- E: -190.84315 a.u.
- Strongest force on any atom: 1.16 eV/Å
- Energy relative to the best compared isomer or geometry (same formula, charge and spin): 0.847 eV

Each line ends with the Mulliken charge.
CARTESIAN COORDINATES (ANGSTROEM)
N  -1.526  1.072  0.677  -0.371
N  1.266  -0.156  -1.564  -0.442
C  -0.947  -0.174  0.643  -0.080
C  0.192  -0.544  1.261  -1.032
H  0.588  -0.690  -2.110  0.419
H  2.177  -0.617  -1.550  0.395
H  0.831  -0.183  -0.565  0.200
H  -2.527  1.076  0.610  0.241
H  0.642  0.097  2.008  0.285
H  1.359  0.805  -1.884  0.377
H  -1.048  1.743  1.255  0.224
H  0.520  -1.574  1.198  0.379
H  -1.527  -0.853  0.021  0.405



No. 2
The following is a DFT calculation (the ωB97M-V functional and the def2-TZVPD basis) of C33H32CaNO3 as an isolated structure in a non-equilibrium geometry.

Results
- Gap between HOMO and LUMO: 6.49 eV
- Total charge: -1
- E_LUMO: 2.16 eV
- E: -2234.79382 a.u.
- Strongest force on any atom: 2.56 eV/Å

Each line ends with the Mulliken charge.
CARTESIAN COORDINATES (ANGSTROEM)
Ca  -1.103  -0.220  -0.758  2.322
O  -3.217  0.094  -3.836  -0.366
O  1.611  -1.197  1.362  -0.462
O  1.128  -2.354  3.166  -0.766
N  4.424  0.035  2.103  0.123
C  2.700  1.009  3.644  1.723
C  5.976  -3.217  2.980  -0.575
C  -5.743  -0.311  -5.253  -0.408
C  1.383  0.021  -0.977  -0.813
C  4.499  -1.331  2.398  -0.136
C  1.925  -1.863  2.361  0.480
C  5.793  -1.897  2.569  -0.621
C  -0.014  1.630  -1.874  -0.642
C  1.017  0.939  0.053  0.856
C  4.861  -4.035  3.213  -0.599
C  -2.562  -0.376  -5.053  -0.368
C  -4.855  0.702  -5.675  0.442
C  -7.012  -0.406  -5.828  -0.485
C  -6.532  1.498  -7.250  -0.439
C  3.587  -3.515  3.004  -1.062
C  -2.607  -0.172  1.191  -0.853
C  -1.981  -2.220  0.271  -1.070
C  0.162  1.939  -0.494  -1.379
C  1.703  3.135  2.959  -1.101
C  -7.411  0.489  -6.829  -0.437
C  0.840  2.084  5.035  -1.626
C  2.556  3.191  1.856  -0.666
C  0.731  0.441  -2.175  -0.720
C  3.387  -2.189  2.580  1.040
C  3.455  2.157  1.628  -0.869
C  2.810  -0.010  4.731  -2.028
C  -2.996  -1.215  0.264  -0.669
C  -0.984  -1.804  1.205  -0.068
C  -5.273  1.610  -6.681  -0.537
C  -1.354  -0.540  1.764  -0.336
C  -3.514  0.823  -5.091  -0.119
C  1.774  2.059  3.844  1.251
C  3.517  1.018  2.475  0.174
H  -5.441  -0.997  -4.455  0.370
H  6.980  -3.626  3.129  0.349
H  1.285  0.878  1.112  -0.153
H  -3.858  -1.190  -0.409  0.472
H  1.870  -0.574  4.847  0.286
H  5.217  0.364  1.548  0.320
H  1.390  2.102  5.981  0.357
H  -0.307  2.755  0.073  0.371
H  1.955  -0.909  -0.850  0.433
H  0.991  3.955  3.125  0.259
H  -0.668  2.156  -2.572  0.374
H  -4.572  2.389  -6.988  0.326
H  0.183  1.209  5.033  0.309
H  2.734  -4.179  3.181  0.383
H  4.091  2.213  0.737  0.192
H  -0.068  -2.344  1.387  0.328
H  0.192  2.967  5.031  0.405
H  6.682  -1.275  2.423  0.334
H  -3.036  1.817  -5.168  0.404
H  3.613  -0.735  4.597  0.372
H  -2.939  -1.324  -5.487  0.270
H  -3.144  0.767  1.371  0.377
H  2.506  4.047  1.175  0.339
H  -7.698  -1.185  -5.490  0.361
H  -1.933  -3.119  -0.355  0.400
H  3.015  0.476  5.692  0.529
H  -0.752  0.058  2.460  0.340
H  -1.480  -0.153  -5.115  0.246
H  4.989  -5.070  3.540  0.354
H  -8.403  0.411  -7.278  0.349
H  0.758  -0.091  -3.133  0.393
H  -6.830  2.204  -8.022  0.357



No. 3
The following is a DFT calculation (the ωB97M-V functional and the def2-TZVPD basis) of C7H5NO11P2S3SbW as an isolated structure.

Results
- Gap between HOMO and LUMO (spin up / spin down): 6.60 / 5.46 eV
- Multiplicity: 2
- E_LUMO (spin up / spin down): -2.27 / -3.40 eV
- E: -3337.10590 a.u.
- Strongest force on any atom: 0.79 eV/Å
- Energy relative to the best compared isomer or geometry (same formula, charge and spin): 0.876 eV

Each line ends with the Mulliken charge.
CARTESIAN COORDINATES (ANGSTROEM)
W  0.784  1.117  0.433  1.826
Sb  2.679  2.898  -0.976  0.338
S  3.168  1.510  0.907  -0.290
S  1.670  0.812  -1.738  -0.156
S  0.398  3.338  -0.070  -0.301
P  -0.456  1.482  2.837  0.920
P  0.694  -1.031  2.989  0.975
O  -2.427  -6.016  -1.051  -0.398
O  -1.192  2.384  3.879  -0.482
O  0.963  1.893  2.475  -0.368
O  0.287  -2.415  3.163  -0.682
O  1.981  -0.626  3.834  -0.489
O  -1.223  -6.592  -2.926  -0.471
O  -0.533  0.014  -0.528  -0.721
O  -1.149  1.414  1.500  -0.520
O  -0.407  0.047  3.535  -0.343
O  -1.863  -1.311  0.733  -0.521
O  0.978  -0.526  1.538  -0.692
N  0.568  -2.149  -1.643  -0.110
C  1.040  -3.162  -2.355  -0.459
C  -1.638  -5.992  -1.972  0.539
C  -0.584  -2.313  -1.002  0.389
C  -1.325  -3.490  -1.032  -0.438
C  -1.073  -1.163  -0.150  0.363
C  0.380  -4.382  -2.485  -0.646
C  -0.807  -4.498  -1.805  0.538
H  -2.237  -3.579  -0.463  0.588
H  0.771  -5.182  -3.095  0.490
H  -0.923  2.251  4.796  0.351
H  2.347  -1.409  4.261  0.340
H  1.985  -3.004  -2.861  0.433



No. 4
The following is a DFT calculation (the ωB97M-V functional and the def2-TZVPD basis) of a 2-piece molecular cluster, C7H17NPS overall in a non-equilibrium geometry.

Results
- Gap between HOMO and LUMO: 6.60 eV
- Total charge: +1
- E_LUMO: -5.02 eV
- E: -1070.92919 a.u.
- Strongest force on any atom: 3.95 eV/Å
- Energy relative to the best compared isomer or geometry (same formula, charge and spin): 0.000 eV

Each line ends with the Mulliken charge.
CARTESIAN COORDINATES (ANGSTROEM)
S  -1.838  0.718  0.246  -0.576
P  0.112  0.120  0.235  0.593
N  -4.969  0.218  0.662  -0.052
C  -5.251  -0.989  0.886  -0.028
C  2.909  0.816  -1.027  -0.652
C  2.105  -0.333  -1.647  -0.625
C  1.266  1.375  0.859  -0.671
C  2.671  0.920  0.515  -0.757
C  0.603  -0.060  -1.541  -0.691
C  0.617  -1.528  1.001  -1.045
H  0.171  1.016  -1.728  0.306
H  0.156  -0.918  -1.911  0.404
H  -4.059  0.295  0.076  0.132
H  -6.260  -1.313  1.132  0.285
H  -4.441  -1.794  1.027  0.234
H  0.845  -1.479  2.057  0.349
H  1.566  -1.643  0.418  0.277
H  3.115  0.044  0.955  0.342
H  1.041  2.297  0.396  0.395
H  0.990  1.443  1.963  0.347
H  2.605  1.639  -1.575  0.402
H  2.326  -0.398  -2.742  0.349
H  4.037  0.600  -1.247  0.289
H  -5.725  0.805  0.396  0.324
H  2.306  -1.290  -1.134  0.345
H  3.304  1.648  0.953  0.396
H  -0.202  -2.210  0.775  0.329